This record from OMol25 describes a gas-phase ion, C2H4IN2O (charge +1) at a distorted geometry. The level of theory is ωB97M-V/def2-TZVPD.

Values from the calculation:
Multiplicity = 1
ΔE to the lowest compared entry with this formula, charge and spin = 30.26 kcal/mol
E_HOMO = -0.487 Ha
SMILES = [NH2+]=C/N=C\OI
Orbital gap = 8.1 eV
Charge = +1

Cartesian coordinates (Å):
N  -2.019  -0.588  0.105
C  -0.981  0.037  -0.432
N  -0.055  0.738  0.202
C  1.169  0.814  0.313
O  2.058  -0.520  -0.151
I  4.105  -0.239  0.043
H  -2.547  -1.262  -0.508
H  -2.189  -0.625  1.126
H  -1.158  -0.036  -1.565
H  1.617  1.681  0.866

Per-atom Löwdin charges, elementary charge units: 0.19 -0.11 0.12 -0.06 -0.72 0.90 0.17 0.16 0.20 0.15


This record from OMol25 describes C4H5NO in the gas phase at a distorted geometry. The level of theory is ωB97M-V/def2-TZVPD.

Values from the calculation:
Multiplicity = 1
ΔE to the lowest compared entry with this formula, charge and spin = 59.89 kcal/mol
E_HOMO = -0.342 Ha
SMILES = C=C=CC(N)=O
Orbital gap = 9.9 eV

Cartesian coordinates (Å):
C  1.978  0.140  -0.707
C  0.985  -0.409  -0.082
C  -0.132  -1.008  0.211
C  -1.331  -0.190  0.478
N  -1.177  1.167  0.334
O  -2.352  -0.707  0.888
H  1.900  -0.804  -1.342
H  2.806  0.658  -0.217
H  -0.207  -2.081  0.303
H  -2.033  1.696  0.378
H  -0.437  1.538  -0.245

Per-atom Löwdin charges, elementary charge units: 0.03 -0.15 -0.03 -0.56 0.15 0.05 0.12 0.07 0.12 0.11 0.09


This record from OMol25 describes a molecular structure, C18H16N8S3SbSe3TeTi at a distorted geometry. The level of theory is ωB97M-V/def2-TZVPD.

Values from the calculation:
⟨S²⟩ = 0.776
Multiplicity = 2
ΔE to the lowest compared entry with this formula, charge and spin = 75.83 kcal/mol
E_HOMO (alpha / beta) = -0.044 / -0.044 Ha
Orbital gap (alpha / beta) = 4.8 / 4.6 eV
Charge = -2

Cartesian coordinates (Å):
Ti  -0.005  -0.156  -0.367
N  -1.721  3.200  1.804
C  -0.615  2.565  1.125
N  -0.801  1.126  1.090
C  -1.270  0.518  2.178
N  -1.052  -0.764  2.430
N  -0.218  -1.212  1.437
C  0.465  -2.275  1.583
C  1.491  -2.490  0.539
C  2.337  -3.544  0.558
C  3.458  -3.511  -0.375
C  3.514  -2.584  -1.333
C  2.353  -1.645  -1.564
N  1.571  -1.437  -0.342
C  -1.979  1.294  3.212
C  -2.476  0.707  4.370
C  -3.167  1.453  5.306
C  -3.362  2.815  5.069
C  -2.878  3.416  3.926
C  -2.179  2.659  2.976
H  -1.683  4.205  1.758
H  -0.591  2.931  0.103
H  0.362  -2.898  2.466
H  2.242  -4.317  1.306
H  4.276  -4.210  -0.241
H  4.381  -2.509  -1.980
H  2.665  -0.669  -1.945
H  -2.311  -0.354  4.505
H  -3.557  0.987  6.202
H  -3.900  3.417  5.792
H  -3.034  4.474  3.752
S  2.349  5.092  -0.947
Sb  2.589  3.017  -0.019
S  1.000  2.979  1.919
S  1.097  1.651  -1.477
Se  -2.282  0.832  -1.784
Se  -4.431  1.475  -1.502
Te  -4.488  -1.935  0.022
Se  -2.214  -1.466  -0.859
N  1.145  0.323  -5.868
C  1.144  -0.592  -4.839
C  0.261  -0.431  -3.737
N  0.289  -1.187  -2.691
C  1.352  -2.191  -2.624
C  1.989  -2.479  -3.944
N  1.942  -1.691  -4.966
H  0.916  1.267  -5.594
H  1.969  0.273  -6.447
H  -0.467  0.378  -3.742
H  0.951  -3.119  -2.196
H  2.573  -3.389  -4.046

Per-atom Löwdin charges, elementary charge units: 0.43 0.05 -0.76 -0.12 -0.34 0.08 -0.17 -0.05 -0.31 -0.06 -0.11 -0.06 -0.31 -0.08 -0.08 -0.03 -0.11 -0.11 -0.03 -0.22 0.13 0.04 0.13 0.09 0.09 0.10 0.10 0.10 0.08 0.09 0.10 -0.47 0.21 0.34 -0.03 -0.13 -0.22 -0.02 -0.21 0.12 -0.35 -0.17 -0.01 -0.27 -0.08 0.11 0.10 0.09 0.05 0.15 0.11


This record from OMol25 describes a molecular structure, C19H15BrClN4NiO5. The level of theory is ωB97M-V/def2-TZVPD.

Values from the calculation:
⟨S²⟩ = 2.005
Multiplicity = 3
E_HOMO (alpha / beta) = -0.178 / -0.178 Ha
Orbital gap (alpha / beta) = 7.0 / 7.0 eV
Charge = -1

Cartesian coordinates (Å):
Ni  -0.668  0.776  0.071
Br  -1.282  -0.290  -7.188
C  -1.135  0.373  -5.407
C  -1.747  1.593  -5.066
C  -1.651  2.080  -3.795
C  -0.936  1.398  -2.758
O  -0.839  1.934  -1.608
C  -0.337  0.149  -3.137
C  0.398  -0.687  -2.230
N  0.564  -0.452  -0.980
C  1.322  -1.326  -0.177
C  2.442  -1.991  -0.583
C  3.140  -2.839  0.313
C  2.726  -2.988  1.602
C  1.581  -2.285  2.060
C  1.091  -2.369  3.385
C  -0.016  -1.665  3.745
C  -0.637  -0.830  2.785
N  -0.198  -0.718  1.563
C  0.890  -1.448  1.176
C  -0.451  -0.329  -4.460
H  -2.301  2.139  -5.819
H  -2.133  3.009  -3.520
H  0.852  -1.586  -2.659
H  2.806  -1.848  -1.593
H  4.024  -3.359  -0.035
H  3.262  -3.631  2.290
H  1.601  -3.006  4.099
H  -0.419  -1.717  4.747
H  -1.504  -0.228  3.036
H  0.015  -1.274  -4.717
N  -2.036  1.935  1.097
N  -3.169  1.123  1.304
C  -3.401  0.095  0.332
O  -4.548  -0.345  0.299
O  -2.382  -0.260  -0.340
H  -1.587  2.224  1.968
H  -2.224  2.739  0.503
H  -4.020  1.617  1.531
Cl  3.564  0.938  2.304
C  2.346  2.109  2.923
C  0.998  2.065  2.215
O  0.049  2.472  2.917
O  0.988  1.698  1.019
H  2.766  3.107  2.813
H  2.195  1.899  3.975

Per-atom Löwdin charges, elementary charge units: 0.60 0.66 -0.71 -0.14 -0.01 -0.35 -0.07 -0.12 -0.05 0.07 -0.18 -0.01 -0.08 -0.05 -0.16 -0.02 -0.04 -0.08 0.10 -0.14 -0.11 0.09 0.11 0.13 0.11 0.10 0.11 0.11 0.10 0.12 0.10 0.00 -0.01 -0.73 -0.02 -0.07 0.06 0.11 0.12 0.54 -0.48 -0.74 -0.04 -0.07 0.07 0.06


no.,E_tot (Ha)
1,-560.691712
2,-285.319143
3,-10890.352804
4,-5871.004580